Molecular formula: C3H11NO3
Method: DFT, ωB97M-V/def2-TZVPD

Last column: Löwdin charge in e.
CARTESIAN COORDINATES (ANGSTROEM)
H 0.17964 0.85415 1.31057  0.051
O -0.08639 1.36042 -2.66892  -0.212
C -1.61420 -1.20060 1.32590  -0.282
H 1.36732 -2.13024 -0.04779  0.112
O 0.58897 2.82816 -0.43015  -0.068
O -2.24778 -0.23570 1.74499  0.014
H 1.35922 -0.30011 1.64465  0.080
H -0.01334 -3.04002 0.31448  0.088
C 0.23131 -2.01534 -0.05699  -0.075
C 0.63881 0.00536 0.97689  -0.071
H -0.26600 2.17349 -1.91282  0.102
H 0.96671 1.48357 -2.68669  0.092
H -0.21083 -1.86970 -1.03167  0.086
N -0.35003 -0.99437 0.82883  -0.186
H -1.87443 -2.18887 1.19614  0.105
H 0.39589 1.82270 -0.54923  0.031
H -0.11238 3.11081 0.09761  0.021
H 1.04753 0.33631 -0.05581  0.113

The LUMO energy is 0.5 eV. Its energy above the lowest of the compared OMol25 structures with the same formula, charge and spin is 74.53 kcal/mol. The strongest force on any atom comes out at 5.8 eV Å⁻¹. The value obtained for the frontier orbital gap is 9.95 eV.